No. 1
ORCA calculation (ωB97M-V/def2-TZVPD) on C22H22N3O4ReTe as an isolated structure.

<S²> ... 0.756
Spin multiplicity ... 2
Energy ... -45247.7605 eV
Charge ... +1
Energy relative to the best compared isomer or geometry (same formula, charge and spin) ... 243.4 kJ/mol
LUMO energy (spin up / spin down) ... -4.90 / -4.60 eV
Frontier orbital gap (spin up / spin down) ... 0.247 / 0.258 Ha

Positions of all 53 atoms, in Å:
1 Re 0.4682 -0.4590 -0.9780
2 O -2.9873 1.1383 -1.1206
3 C -2.5720 0.1052 -0.7146
4 O -1.3511 -0.3809 -1.1513
5 C -3.2824 -0.8262 0.2097
6 C -4.5325 -0.4601 0.6786
7 C -5.1902 -1.3340 1.5294
8 C -4.5715 -2.5249 1.8647
9 C -3.3126 -2.7962 1.3434
10 N -2.6653 -1.9661 0.5321
11 H -4.9626 0.4829 0.3728
12 H -6.1689 -1.0893 1.9188
13 H -5.0486 -3.2408 2.5194
14 H -2.8103 -3.7259 1.5866
15 O 1.3191 2.2232 -3.1712
16 C 0.8022 2.4824 -2.1180
17 N 0.5539 1.5418 -1.0920
18 C -0.0796 2.1663 -0.0157
19 O -0.4333 1.5253 0.9553
20 C -0.2237 3.6031 -0.3379
21 C -0.7711 4.6434 0.3841
22 C -0.7695 5.8998 -0.2136
23 C -0.2367 6.0918 -1.4869
24 C 0.3126 5.0346 -2.2074
25 C 0.3067 3.7943 -1.6064
26 H -1.1850 4.4852 1.3708
27 H -1.1899 6.7439 0.3162
28 H -0.2537 7.0820 -1.9221
29 H 0.7241 5.1742 -3.1978
30 C 1.2254 -0.7432 2.5986
31 C 2.2662 -0.8402 1.5332
32 C 3.6105 -0.9971 1.5937
33 C 4.1574 -0.9013 0.2529
34 C 3.1348 -0.6690 -0.5935
35 C 3.0387 -0.4353 -2.0717
36 N 1.9330 -0.6910 0.1810
37 H 1.4511 -1.4253 3.4169
38 H 0.2362 -0.9735 2.2049
39 H 1.1749 0.2700 2.9973
40 H 4.1793 -1.1457 2.4981
41 H 5.1960 -0.9829 -0.0261
42 H 3.8907 -0.8821 -2.5827
43 H 3.0095 0.6192 -2.3456
44 H 2.1577 -0.9481 -2.5145
45 C 1.8474 -3.9911 -1.4605
46 Te -0.0527 -3.2335 -0.8816
47 C 0.2591 -3.7074 1.1603
48 H 2.6341 -3.4369 -0.9531
49 H 1.9533 -3.9022 -2.5393
50 H 1.8849 -5.0411 -1.1807
51 H 0.1796 -4.7857 1.2714
52 H -0.5053 -3.2058 1.7463
53 H 1.2493 -3.3647 1.4464

=====

No. 2
ORCA calculation (ωB97M-V/def2-TZVPD) on C22H22N5O2Rh as an isolated structure.

<S²> ... 6.104
Spin multiplicity ... 5
Energy ... -37707.4596 eV
Charge ... +2
LUMO energy (spin up / spin down) ... -6.91 / -9.76 eV
Frontier orbital gap (spin up / spin down) ... 0.287 / 0.169 Ha

Positions of all 52 atoms, in Å:
1 Rh 0.1852 0.2152 -1.0740
2 C 4.1146 -1.2638 -2.2494
3 C 4.6276 -1.9174 -1.1423
4 C 3.9421 -1.8416 0.0565
5 C 2.7561 -1.1146 0.1437
6 N 2.2459 -0.4965 -0.9570
7 C 2.9196 -0.5767 -2.1121
8 N 2.1994 -1.0727 1.4037
9 C 1.2014 -0.3460 1.7942
10 N 0.4549 0.4934 0.9962
11 C -0.4269 1.1753 1.7913
12 N -1.2415 2.1112 1.3930
13 C -1.2859 2.6846 0.1451
14 C -2.1709 3.7562 0.0245
15 C -2.2364 4.4711 -1.1572
16 C -1.4037 4.1118 -2.2024
17 C -0.5647 3.0189 -2.0349
18 N -0.5026 2.3104 -0.9045
19 C -0.2944 0.7064 3.1770
20 C -0.9520 1.0674 4.3354
21 C -0.5610 0.4301 5.5097
22 C 0.4579 -0.5206 5.5121
23 C 1.1236 -0.8703 4.3402
24 C 0.7215 -0.2424 3.1792
25 H 4.6181 -1.2841 -3.2059
26 H 5.5519 -2.4756 -1.2121
27 H 4.3032 -2.3219 0.9546
28 H 2.4852 -0.0672 -2.9633
29 H -2.7714 4.0153 0.8850
30 H -2.9163 5.3075 -1.2555
31 H -1.4003 4.6563 -3.1364
32 H 0.0915 2.7066 -2.8388
33 H -1.7342 1.8153 4.3310
34 H -1.0545 0.6813 6.4391
35 H 0.7397 -0.9931 6.4435
36 H 1.9231 -1.5999 4.3386
37 C -2.7194 0.0904 -2.9120
38 O -2.0951 0.0132 -1.6182
39 C -2.4595 -1.1480 -0.8563
40 C -1.7283 -2.3658 -1.3407
41 O -0.3245 -2.0976 -1.2267
42 C 0.4736 -3.1817 -1.7286
43 H -3.7510 -0.2511 -2.8395
44 H -2.1841 -0.5121 -3.6462
45 H -2.7084 1.1342 -3.2132
46 H -3.5378 -1.3090 -0.8944
47 H -2.1823 -0.9292 0.1774
48 H -1.9712 -2.5938 -2.3821
49 H -1.9952 -3.2271 -0.7240
50 H 0.1947 -4.1062 -1.2249
51 H 1.5138 -2.9562 -1.5143
52 H 0.3289 -3.2900 -2.8041